Entry from the OMol25 dataset: 2 unconnected molecules or ions with the total composition C5H14 (ωB97M-V/def2-TZVPD).

```
19
Properties=species:S:1:pos:R:3:forces:R:3
C -0.068 0.138 -1.533 0.4424 -0.9955 -1.1218
C 1.398 0.437 -1.276 1.1298 1.1370 1.9728
C 1.696 1.925 -1.378 0.2912 1.1849 -1.5836
H -0.713 0.996 -1.453 -0.0969 0.4152 0.3743
H -0.474 -0.686 -0.954 0.0846 0.0587 0.2380
H -0.156 -0.184 -2.569 -0.2157 -0.0395 -0.2748
H 1.675 0.263 -0.199 -0.3387 -0.6517 -0.9353
H 2.168 -0.016 -1.921 -0.7409 -0.6324 0.2703
H 1.881 2.223 -2.472 -0.6635 -0.0926 1.4802
H 0.895 2.508 -0.913 -0.0700 0.0777 -0.4364
H 2.591 2.259 -0.849 0.1889 -0.4239 -0.0176
C -1.659 -1.656 1.345 -0.5344 0.2458 1.9869
C -1.029 -0.749 2.472 0.0494 -1.7119 -0.8574
H -0.931 -2.188 0.729 -0.1352 0.6862 -0.3057
H -2.125 -2.443 1.931 -0.4591 -0.3579 -0.3478
H -2.452 -1.079 0.848 0.4693 -0.5700 -0.3766
H -1.551 -0.842 3.427 -0.1184 -0.0991 -0.2226
H -1.124 0.267 2.154 0.7770 0.7601 0.0012
H -0.023 -1.173 2.612 -0.0598 1.0089 0.1560
```
Positions in Å, forces in eV/Å.

The highest occupied orbital energy is -11.0 eV. The value obtained for the lowest unoccupied orbital energy is 1.2 eV. The value obtained for the strongest force on any atom is 2.542 eV/A. The structure (SMILES) is CCC.CC.

Population analysis type Mulliken, resulting atomic charges in e: C -0.87; C -0.07; C -1.20; H 0.35; H 0.03; H 0.35; H 0.18; H 0.27; H 0.25; H 0.35; H 0.34; C -0.89; C -0.78; H 0.26; H 0.36; H 0.25; H 0.34; H 0.24; H 0.23

---

Entry from the OMol25 dataset: 7 unconnected molecules or ions with the total composition C43H89N3O11S4 (ωB97M-V/def2-TZVPD).

```
150
Properties=species:S:1:pos:R:3:forces:R:3
C 4.380 6.592 3.012 1.0018 -0.4356 -1.1379
C 3.040 6.696 2.147 1.5153 2.2349 3.8272
C 1.921 6.596 3.298 -0.8435 0.3553 -0.7059
C 3.017 8.191 1.610 -1.8203 -0.1194 -0.3953
C 1.744 8.405 0.696 1.3476 -2.1260 -0.3112
C 1.693 7.232 -0.409 -0.8744 1.1329 1.0710
C 1.949 5.754 0.071 0.6905 -0.7254 0.4547
C 0.565 5.078 0.471 0.5705 1.3679 0.7154
C 2.579 5.039 -1.121 -1.5584 -1.0495 -0.9958
N 3.047 5.691 1.146 -0.4370 1.0537 -1.6823
O 3.359 4.405 1.671 -0.8928 0.8870 -0.6300
H 5.265 6.632 2.379 -0.1079 -0.4386 -0.7823
H 4.714 7.382 3.684 -1.3504 0.4433 0.3310
H 4.495 5.651 3.551 -0.3892 -0.0053 0.0347
H 2.100 7.096 4.250 1.1004 -0.0682 -0.0700
H 0.997 7.119 3.052 -0.2345 -0.2514 -0.6746
H 1.615 5.587 3.572 0.1657 -0.2747 -0.1825
H 2.976 8.838 2.486 -0.4520 -0.1649 0.3242
H 3.899 8.622 1.135 0.3274 -1.0026 -0.5005
H 0.828 8.245 1.265 0.1196 0.1663 0.2770
H 1.652 9.388 0.234 0.3123 -0.0688 -0.0469
H 2.160 7.421 -1.375 0.9576 0.2082 0.4681
H 0.655 7.355 -0.717 -0.3663 -0.7845 -0.0330
H 0.565 4.150 1.043 0.5890 -0.4878 -0.6364
H -0.133 5.070 -0.366 0.2038 -0.3607 -0.1381
H 0.081 5.720 1.207 -0.0441 0.4816 -0.0250
H 3.532 5.390 -1.516 -0.0075 0.0743 0.5891
H 1.862 5.089 -1.940 -0.2007 0.7226 -0.4235
H 2.527 3.952 -1.049 0.8186 -0.1936 0.7743
H 2.717 4.345 2.383 -0.2423 -0.6854 0.5203
C 0.989 -6.621 -7.224 0.4505 1.9028 -0.7834
C 0.522 -5.099 -7.173 1.4739 0.0808 -1.5398
C 1.287 -4.263 -8.257 1.5523 -0.7197 -0.3645
C -0.904 -5.234 -7.686 -2.3863 0.4043 2.7879
C -1.911 -4.099 -7.287 1.5863 -0.8028 -0.9218
C -1.703 -3.606 -5.878 1.4819 -1.4044 -0.2719
C -0.184 -3.342 -5.481 -0.9623 -0.1301 -1.7024
C 0.197 -2.022 -6.183 0.7929 -0.0945 0.7416
C -0.163 -3.110 -4.011 -0.2674 0.4367 0.4854
N 0.704 -4.480 -5.832 -3.1866 -1.3266 -0.4304
O 1.946 -4.626 -5.157 -1.1122 0.5772 -1.2764
H 2.077 -6.637 -7.160 -0.0444 -0.5326 0.9639
H 0.352 -7.230 -6.583 0.7146 0.0378 0.4156
H 0.834 -6.986 -8.239 -0.3373 0.1452 -0.1912
H 0.932 -4.341 -9.284 -0.4955 -0.2836 0.0957
H 1.498 -3.201 -8.129 -0.5098 -0.0427 0.6318
H 2.284 -4.699 -8.321 0.3996 -0.0038 -0.0664
H -1.061 -5.530 -8.723 0.7723 0.2445 -0.0426
H -1.255 -6.080 -7.095 -0.4986 -0.2966 -0.0951
H -1.741 -3.273 -7.978 -0.4696 0.1569 -0.1990
H -2.909 -4.528 -7.372 -0.1195 0.3867 -0.3110
H -2.003 -4.408 -5.204 -0.6070 0.2601 0.2748
H -2.306 -2.698 -5.847 0.2142 0.0551 0.9914
H 0.060 -1.954 -7.262 0.0200 -0.2566 0.1584
H 1.246 -1.948 -5.896 0.3842 0.6399 -0.5366
H -0.308 -1.178 -5.714 -0.1591 -0.0213 0.0445
H -1.163 -2.737 -3.793 0.3110 0.4686 0.5757
H 0.609 -2.361 -3.832 -0.0866 -0.0316 0.7267
H -0.019 -3.999 -3.397 0.2269 -0.0175 -0.2632
H 2.486 -4.027 -5.677 0.8692 0.1717 0.1594
C 2.344 2.829 5.517 1.3645 -1.5306 0.0849
C 1.868 1.433 4.980 -1.5961 2.4992 -0.2946
C 0.524 1.782 4.329 -1.9295 -1.1421 0.2196
C 2.769 1.125 3.764 1.3901 -1.1300 -0.1623
C 2.900 -0.349 3.380 -0.3193 -0.2834 1.5062
C 3.119 -1.202 4.639 -1.8598 -0.8176 0.2756
C 1.918 -0.989 5.741 1.5869 -0.7772 0.7481
C 0.583 -1.546 5.191 -0.4387 0.1181 0.8017
C 2.264 -1.727 7.134 0.3316 0.4621 -1.5553
N 1.829 0.454 6.085 2.5373 -0.9101 -1.8993
O 0.934 0.693 7.111 -1.1146 0.5901 -0.2219
H 2.144 3.635 4.812 -0.2077 -0.0440 0.1473
H 2.030 3.054 6.536 -0.3913 0.0591 -0.2486
H 3.421 2.661 5.537 0.2744 0.6837 0.3836
H 0.637 2.254 3.353 0.0478 0.2766 0.2445
H -0.092 0.900 4.153 0.1895 -0.3658 -0.2862
H -0.177 2.346 4.944 0.4119 0.4959 0.2531
H 2.468 1.691 2.882 -0.3155 0.1631 0.2087
H 3.789 1.473 3.928 0.1518 0.0280 0.4166
H 1.974 -0.758 2.974 -0.0112 0.3016 -0.5496
H 3.744 -0.587 2.733 -0.2097 0.4334 -0.3999
H 4.164 -1.289 4.936 -0.1112 0.9002 0.8353
H 2.965 -2.207 4.246 -0.2715 -0.4197 0.3213
H 0.265 -1.099 4.249 0.0795 -0.2202 0.1383
H -0.184 -1.364 5.944 -0.1545 1.0103 0.1061
H 0.398 -2.620 5.182 1.1300 -0.3684 -0.6375
H 1.539 -1.458 7.903 -0.1742 -0.4168 -0.2392
H 3.243 -1.452 7.526 0.1049 0.4838 -0.2456
H 2.368 -2.801 6.976 -0.5505 -0.0918 0.0270
H 1.481 0.891 7.875 0.1446 0.0815 0.0605
O -2.835 -4.247 3.742 0.2972 1.2084 -0.2249
S -2.892 -2.783 3.700 -2.1687 -1.7704 -0.4857
O -1.792 -2.039 3.172 0.6056 0.6704 -0.4300
C -4.553 -2.329 2.961 0.5396 0.9296 0.4589
C -5.137 -1.081 3.792 0.8044 -2.5106 -1.0327
C -4.195 -0.931 5.014 0.0705 -0.3240 1.7035
C -3.288 -2.184 5.335 -0.4588 0.1084 -2.2111
H -5.163 -3.196 3.215 0.2111 -0.0744 -0.0170
H -4.566 -2.228 1.876 0.5119 0.0434 0.1124
H -5.341 -0.168 3.232 0.6789 -0.0395 -0.0389
H -6.118 -1.539 3.918 -0.1836 0.7009 1.2418
H -4.756 -0.784 5.937 -0.2094 0.3427 -0.0877
H -3.535 -0.069 4.927 -0.0785 -0.0112 -0.2814
H -3.780 -3.077 5.721 -0.1599 0.4405 0.6186
H -2.282 -2.028 5.724 -0.4035 0.3703 0.5962
O -2.808 4.339 -1.509 -0.5212 -0.2085 -0.8414
S -2.856 3.197 -2.405 2.6800 -3.3436 1.2065
O -3.681 2.006 -2.012 1.2282 2.7966 -1.3567
C -2.864 3.677 -4.147 0.3224 -0.2573 -0.2941
C -1.387 3.866 -4.606 -1.3517 3.7579 -1.1221
C -0.546 2.845 -4.034 0.8227 -1.7012 0.5229
C -0.997 2.599 -2.634 -0.7862 -0.6766 1.7022
H -3.580 4.495 -4.221 0.2371 -0.0292 -0.4864
H -3.092 2.797 -4.749 -1.0744 -0.0764 0.3842
H -1.350 3.974 -5.690 -0.3488 -0.8717 -0.2903
H -0.958 4.851 -4.425 -0.3625 0.3254 1.0222
H 0.501 3.142 -3.977 0.0359 -0.1633 -0.4983
H -0.673 1.912 -4.583 0.3612 -0.0750 -0.1659
H -0.359 3.072 -1.888 -0.4169 0.6026 0.0740
H -0.865 1.538 -2.424 -0.7628 -0.1473 0.2371
O -3.822 -5.918 -2.431 0.7274 -0.5129 1.2853
S -2.993 -6.582 -1.425 1.2754 0.1413 -0.4063
O -3.061 -8.019 -1.264 -0.3729 0.3302 -0.0191
C -1.190 -6.173 -1.761 0.4697 0.7721 0.9873
C -0.721 -5.064 -0.704 -2.6264 -1.9548 -0.6444
C -1.556 -5.504 0.574 -0.1092 -0.3529 -0.6023
C -3.043 -5.801 0.220 -0.0030 2.2935 -0.1476
H -1.092 -5.956 -2.825 -0.1717 0.3465 0.1129
H -0.498 -6.987 -1.543 -0.7771 -0.6758 -0.0889
H 0.351 -5.149 -0.525 -0.1422 0.3031 -0.1042
H -1.074 -4.114 -1.105 0.3889 0.2403 0.4463
H -1.446 -4.748 1.352 -0.2901 -0.2829 0.1307
H -1.261 -6.494 0.921 0.9972 0.2113 0.2264
H -3.561 -4.842 0.190 0.0868 0.3174 -1.0020
H -3.672 -6.231 0.999 0.6081 -1.2240 -0.2268
O -1.652 -1.219 -1.682 -0.4929 -0.7589 0.9718
S -1.757 -1.426 -0.234 1.4676 -0.2329 0.3541
O -2.538 -2.528 0.361 0.6136 1.6189 -1.1486
C -0.011 -1.438 0.374 -0.7724 -1.1689 -0.8244
C 0.352 -0.001 0.415 0.3779 0.7723 -1.9600
C -0.831 0.653 1.114 2.2535 1.0191 1.2173
C -2.061 0.218 0.464 -3.0495 -1.8067 -1.4284
H 0.418 -2.042 -0.425 0.6198 -0.1449 0.4508
H 0.024 -1.842 1.386 -0.0515 -0.5089 -0.2023
H 1.381 0.235 0.687 -0.2094 -0.2357 1.3566
H 0.440 0.445 -0.576 -0.5622 -0.3444 -0.6734
H -0.646 1.725 1.043 -0.5060 0.1476 0.4028
H -0.707 0.292 2.135 -0.7364 0.4028 0.2868
H -2.453 0.714 -0.424 0.5993 0.7058 -0.0017
H -2.995 -0.018 0.976 0.2718 0.6074 1.1245
```
Positions in Å, forces in eV/Å.

The highest occupied orbital energy is -7.9 eV. The value obtained for the lowest unoccupied orbital energy is 0.3 eV. The value obtained for the strongest force on any atom is 4.684 eV/A. The structure (SMILES) is CC1(C)CCCC(C)(C)N1O.CC1(C)CCCC(C)(C)N1O.CC1(C)CCCC(C)(C)N1O.O=S1(=O)CCCC1.O=S1(=O)CCCC1.O=S1(=O)CCCC1.O=S1(=O)CCCC1.

Atomic partial charges in e from the Mulliken method, atoms 1 to 99: C -1.73; C 1.22; C -1.19; C -1.35; C -0.86; C -1.16; C 2.01; C -1.78; C -2.06; N 0.15; O -0.36; H 0.49; H 0.42; H 0.26; H 0.44; H 0.28; H 0.00; H 0.45; H 0.41; H 0.33; H 0.46; H 0.51; H 0.36; H 0.07; H 0.64; H 0.40; H 0.38; H 0.51; H 0.39; H 0.20; C -1.55; C 1.16; C -1.53; C -1.24; C -0.96; C -1.11; C 1.89; C -2.04; C -1.68; N 0.42; O -0.43; H 0.36; H 0.39; H 0.38; H 0.30; H 0.32; H 0.44; H 0.46; H 0.41; H 0.34; H 0.46; H 0.33; H 0.43; H 0.32; H 0.49; H 0.34; H 0.47; H 0.32; H 0.13; H 0.35; C -1.65; C 1.73; C -0.79; C -0.56; C 0.11; C -1.67; C 2.17; C -1.95; C -2.13; N 0.22; O -0.48; H 0.20; H 0.42; H 0.47; H -0.10; H -0.29; H 0.55; H -0.14; H 0.57; H -0.68; H 0.67; H 0.29; H 0.56; H -0.21; H 0.58; H 0.58; H 0.41; H 0.47; H 0.39; H 0.38; O -0.80; S 0.97; O -0.45; C -0.96; C -0.54; C -0.58; C -0.48; H 0.60; H 0.40

---

Entry from the OMol25 dataset: a single C3H6N2 molecule (ωB97M-V/def2-TZVPD).

```
11
Properties=species:S:1:pos:R:3:forces:R:3
C 1.230 0.444 -0.464 1.9419 -1.3049 -1.8455
N 0.171 -0.180 0.176 -5.3406 0.4475 -1.4738
C -1.410 -0.040 -0.350 3.3155 -0.3615 1.6770
C 0.255 -0.567 1.399 -0.2574 -0.2132 0.7181
N 0.218 -0.932 2.488 0.1649 -0.4363 1.2433
H 0.831 1.174 -1.185 0.7082 -0.1603 0.2683
H 1.916 0.824 0.279 0.2002 0.7545 -0.0552
H 1.784 -0.427 -0.951 -0.1270 1.6085 -0.2689
H -1.554 -0.880 -0.967 -0.2614 -1.4847 -0.4034
H -1.862 -0.195 0.662 -0.5712 0.8979 -1.4324
H -1.579 0.779 -1.086 0.2269 0.2526 1.5724
```
Positions in Å, forces in eV/Å.

The highest occupied orbital energy is -8.9 eV. The value obtained for the lowest unoccupied orbital energy is 0.7 eV. The value obtained for the strongest force on any atom is 5.558 eV/A. The structure (SMILES) is CN(C)C#N.

Population analysis type Mulliken, resulting atomic charges in e: C -0.84; N -0.11; C -0.73; C 0.44; N -0.50; H 0.28; H 0.31; H 0.26; H 0.30; H 0.29; H 0.29

---

Entry from the OMol25 dataset: a gas-phase ion, C2H4NO3P (charge -2) (ωB97M-V/def2-TZVPD).

```
11
Properties=species:S:1:pos:R:3:forces:R:3
O 1.282 -0.004 -1.621 -0.0696 -0.2138 0.0855
P 1.625 -0.049 -0.141 0.7414 0.4150 1.7223
O 2.204 1.228 0.468 -0.0365 0.0417 -0.6073
O 2.277 -1.315 0.423 -0.5545 0.1134 -0.7423
N 0.000 -0.006 0.763 -0.1930 -0.9803 0.3712
C -1.093 -0.717 0.086 1.7888 -0.3876 -3.1910
C -0.993 0.819 0.203 -2.2926 -0.5027 -0.5871
H -1.896 -1.338 0.474 -0.0333 0.3400 1.3358
H -0.715 -1.333 -0.868 -0.7811 2.0333 1.5551
H -0.884 1.492 -0.668 0.5184 -0.7179 0.2338
H -1.806 1.223 0.880 0.9120 -0.1411 -0.1759
```
Positions in Å, forces in eV/Å.

The highest occupied orbital energy is 1.0 eV. The value obtained for the lowest unoccupied orbital energy is 7.1 eV. As for the charge: -2. The value obtained for the strongest force on any atom is 3.679 eV/A. The structure (SMILES) is O=P([O-])([O-])N1CC1.

Population analysis type Mulliken, resulting atomic charges in e: O -0.77; P 0.85; O -0.84; O -0.84; N -0.39; C -0.54; C -0.25; H 0.21; H 0.13; H 0.24; H 0.19